{"formula": "C42H48BrO7P2", "method": "ωB97M-V with the def2-TZVPD basis set", "fmax_ev_per_a": 0.292, "e_tot_ha": -5412.54021, "homo_lumo_gap_ev": 7.5, "multiplicity": 1, "total_charge": 1, "species": ["C", "C", "C", "C", "C", "C", "C", "C", "C", "C", "C", "C", "C", "C", "P", "Br", "P", "O", "O", "O", "H", "H", "H", "H", "H", "H", "H", "H", "H", "H", "H", "H", "H", "H", "H", "H", "H", "H", "H", "H", "H", "H", "H", "H", "H", "H", "H", "H", "H", "H", "H", "H", "C", "C", "C", "C", "C", "C", "C", "O", "C", "C", "C", "C", "C", "C", "C", "O", "H", "H", "H", "H", "H", "H", "H", "H", "C", "C", "C", "C", "C", "C", "C", "O", "C", "C", "C", "C", "C", "C", "C", "O", "H", "H", "H", "H", "H", "H", "H", "H"], "xyz": [[9.1702, 2.9036, 1.2645], [9.2996, 1.4679, 1.7719], [8.0244, 0.6502, 1.5883], [8.2275, -0.8476, 1.8073], [6.9846, -1.6868, 1.4628], [6.2313, -2.2390, 2.6851], [5.4819, -3.5572, 2.4183], [3.9543, -3.4874, 2.5070], [3.2542, -4.5978, 1.7053], [1.8929, -4.1752, 1.1449], [0.7206, -4.2978, 2.1389], [-0.0658, -2.9920, 2.3161], [-1.5386, -3.2079, 2.6744], [-2.3655, -1.9431, 2.3630], [-3.6707, -1.6041, 3.5417], [-4.7048, -3.3469, 4.1890], [-5.2473, -0.3141, 2.6585], [-5.8385, -1.0652, 1.5651], [-6.2151, 0.0469, 3.8406], [-4.3684, 0.9536, 2.3270], [8.6852, 3.5485, 1.9995], [8.5804, 2.9411, 0.3462], [10.1446, 3.3415, 1.0457], [9.5588, 1.4823, 2.8345], [10.1246, 0.9648, 1.2593], [7.6238, 0.8194, 0.5832], [7.2669, 1.0090, 2.2959], [8.5039, -1.0148, 2.8529], [9.0793, -1.1750, 1.2056], [7.2625, -2.5281, 0.8250], [6.3092, -1.0585, 0.8727], [5.5335, -1.4859, 3.0670], [6.9594, -2.4007, 3.4832], [5.8259, -4.3099, 3.1320], [5.7598, -3.9351, 1.4308], [3.5727, -2.5195, 2.1626], [3.6718, -3.5834, 3.5608], [3.8935, -4.9126, 0.8781], [3.1235, -5.4777, 2.3426], [1.6745, -4.7613, 0.2506], [1.9651, -3.1361, 0.8072], [1.1023, -4.6217, 3.1108], [0.0356, -5.0837, 1.8103], [0.3945, -2.3999, 3.1136], [0.0049, -2.3908, 1.4048], [-1.6249, -3.4798, 3.7306], [-1.9512, -4.0442, 2.1093], [-1.7392, -1.0435, 2.3861], [-2.8499, -1.9888, 1.3843], [-3.1221, -1.0303, 4.6959], [-5.8609, 0.3614, 4.6810], [-4.5842, 1.3644, 1.4727], [-10.2596, 2.0124, 1.2428], [-8.9997, 1.4498, 1.4283], [-8.0804, 1.4703, 0.3948], [-8.4077, 2.0480, -0.8234], [-9.6731, 2.5960, -1.0141], [-10.5966, 2.5797, 0.0252], [-10.0582, 3.1971, -2.3267], [-11.1540, 3.6822, -2.4929], [-9.0400, 3.1708, -3.4173], [-9.3819, 3.6887, -4.6603], [-8.4537, 3.6899, -5.6880], [-7.1776, 3.1793, -5.4790], [-6.8301, 2.6621, -4.2429], [-7.7594, 2.6513, -3.2089], [-7.3678, 2.0817, -1.8931], [-6.2439, 1.6701, -1.6792], [-10.9823, 1.9997, 2.0478], [-8.7475, 0.9879, 2.3746], [-7.1012, 1.0203, 0.4896], [-11.5720, 3.0154, -0.1429], [-10.3780, 4.0858, -4.8001], [-8.7232, 4.0911, -6.6560], [-6.4545, 3.1857, -6.2837], [-5.8435, 2.2593, -4.0592], [3.2760, 0.3096, -6.2334], [2.5341, 1.4841, -6.2965], [2.1092, 2.1023, -5.1330], [2.4219, 1.5462, -3.8979], [3.1607, 0.3626, -3.8349], [3.5884, -0.2509, -5.0067], [3.4968, -0.2700, -2.5293], [4.1345, -1.2981, -2.4636], [3.0075, 0.4077, -1.2905], [3.2866, -0.1687, -0.0573], [2.8507, 0.4407, 1.1053], [2.1469, 1.6399, 1.0480], [1.8655, 2.2179, -0.1783], [2.2898, 1.6011, -1.3509], [1.9616, 2.2396, -2.6619], [1.3399, 3.2782, -2.7090], [3.6110, -0.1676, -7.1448], [2.2902, 1.9181, -7.2571], [1.5370, 3.0195, -5.1588], [4.1642, -1.1634, -4.9343], [3.8442, -1.0963, -0.0262], [3.0718, -0.0126, 2.0643], [1.8234, 2.1240, 1.9607], [1.3231, 3.1507, -0.2534]], "mulliken_charge": [-1.212, -0.420, -0.499, -0.973, -0.108, -0.689, -1.072, 0.275, -1.156, -0.488, -0.784, -0.920, -0.696, -0.726, 0.247, -0.037, 0.986, -0.505, -0.441, -0.425, 0.296, 0.331, 0.357, 0.296, 0.364, 0.353, 0.224, 0.321, 0.376, 0.499, -0.229, 0.365, 0.480, 0.341, 0.463, -0.288, 0.353, 0.569, 0.357, 0.400, 0.087, 0.396, 0.456, 0.282, 0.443, 0.460, 0.458, 0.497, 0.490, 0.227, 0.363, 0.379, -0.644, -0.291, -0.432, 0.141, 0.317, -0.641, 0.592, -0.641, 0.155, -0.574, -0.497, -0.502, -0.542, 0.194, 0.557, -0.710, 0.400, 0.358, 0.427, 0.500, 0.487, 0.405, 0.403, 0.461, -0.507, -0.500, -0.536, 0.168, 0.188, -0.540, 0.506, -0.659, -0.133, -0.198, -0.622, -0.894, -0.649, 0.473, 0.532, -0.660, 0.407, 0.406, 0.482, 0.488, 0.724, 0.491, 0.463, 0.521]}

---

{"formula": "C42H48Cl5NO3P2SSiV", "method": "ωB97M-V with the def2-TZVPD basis set", "de_lowest_ev": 0.2386, "fmax_ev_per_a": 0.451, "e_tot_ha": -6524.79764, "homo_lumo_gap_ev": [7.0, 7.6], "multiplicity": 2, "total_charge": 2, "species": ["V", "N", "P", "C", "C", "C", "C", "C", "C", "C", "C", "C", "C", "C", "C", "P", "C", "C", "C", "C", "C", "C", "C", "C", "C", "C", "C", "C", "H", "H", "H", "H", "H", "H", "H", "H", "H", "H", "H", "H", "H", "H", "H", "H", "H", "H", "H", "H", "H", "Cl", "C", "C", "C", "Cl", "C", "Cl", "C", "Cl", "C", "Cl", "C", "C", "C", "C", "O", "Si", "S", "O", "C", "C", "C", "C", "O", "C", "C", "C", "C", "H", "H", "H", "H", "H", "H", "H", "H", "H", "H", "H", "H", "H", "H", "H", "H", "H", "H", "H", "H", "H", "H", "H", "H", "H", "H", "H"], "xyz": [[-1.0368, 0.5330, -0.1688], [-0.4557, 3.2897, -1.2137], [-0.2297, 2.8104, 0.3916], [1.4661, 3.1237, 0.8880], [2.3829, 2.0758, 0.7920], [3.7263, 2.3087, 1.0428], [4.1538, 3.5832, 1.3893], [3.2427, 4.6275, 1.4863], [1.8991, 4.4040, 1.2373], [-1.3385, 3.7441, 1.4314], [-1.0466, 3.9469, 2.7776], [-1.9995, 4.5237, 3.6031], [-3.2388, 4.8852, 3.0925], [-3.5353, 4.6727, 1.7509], [-2.5890, 4.0973, 0.9202], [-0.4626, 1.8862, -2.1739], [-1.5349, 2.2551, -3.5543], [-1.1826, 1.9435, -4.8625], [-2.0882, 2.1862, -5.8859], [-3.3312, 2.7322, -5.6029], [-3.6826, 3.0443, -4.2933], [-2.7902, 2.7983, -3.2670], [1.1898, 1.5655, -2.8034], [1.4771, 0.2987, -3.3150], [2.7372, 0.0331, -3.8208], [3.7139, 1.0238, -3.8035], [3.4315, 2.2793, -3.2874], [2.1665, 2.5551, -2.7874], [-0.3465, 4.2304, -1.5792], [2.0526, 1.0781, 0.5255], [4.4381, 1.4970, 0.9681], [5.2015, 3.7654, 1.5887], [3.5792, 5.6184, 1.7598], [1.1942, 5.2240, 1.3127], [-0.0845, 3.6577, 3.1836], [-1.7706, 4.6944, 4.6463], [-3.9776, 5.3381, 3.7399], [-4.5007, 4.9596, 1.3564], [-2.8156, 3.9374, -0.1265], [-0.2102, 1.5261, -5.0880], [-1.8179, 1.9521, -6.9066], [-4.0315, 2.9198, -6.4057], [-4.6525, 3.4721, -4.0778], [-3.0691, 3.0235, -2.2439], [0.7147, -0.4733, -3.3171], [2.9633, -0.9423, -4.2308], [4.6988, 0.8125, -4.1985], [4.1936, 3.0468, -3.2742], [1.9528, 3.5342, -2.3762], [-3.1622, -0.6585, -3.0459], [-3.8122, -0.1252, -1.5481], [-2.9567, 0.1112, -0.4856], [-3.5023, 0.4050, 0.7461], [-2.2804, 0.5273, 2.0036], [-4.8514, 0.5790, 0.9791], [-5.4245, 0.9868, 2.5394], [-5.7038, 0.3971, -0.1177], [-7.3811, 0.6005, 0.0933], [-5.1900, 0.0292, -1.3766], [-6.2553, -0.2262, -2.6863], [4.0354, -4.1616, 0.9175], [3.2796, -3.5246, -0.2340], [3.4946, -4.2773, -1.5340], [3.6201, -2.0487, -0.3881], [1.8431, -3.6533, 0.0478], [0.8552, -2.9639, 1.0760], [0.1699, -1.1165, -0.2680], [1.5487, -2.2361, 2.2991], [1.2014, -1.6596, 3.5964], [1.2571, -0.1504, 3.4202], [2.2750, -2.1409, 4.5579], [-0.1766, -2.1247, 4.0300], [-0.5380, -3.6637, 1.3414], [-1.3604, -4.6518, 0.6199], [-2.6806, -4.6778, 1.3651], [-0.6445, -5.9879, 0.6941], [-1.5418, -4.1886, -0.8159], [5.1070, -4.1333, 0.7180], [3.7376, -5.2032, 1.0365], [3.8440, -3.6280, 1.8495], [4.5456, -4.2333, -1.8194], [2.8964, -3.8394, -2.3341], [3.2126, -5.3235, -1.4206], [4.6705, -1.9450, -0.6622], [3.4552, -1.5097, 0.5485], [3.0180, -1.5918, -1.1768], [2.2441, 0.1631, 3.0790], [1.0447, 0.3420, 4.3698], [0.5203, 0.1797, 2.6820], [3.2624, -1.8381, 4.2090], [2.2519, -3.2271, 4.6450], [2.1107, -1.7134, 5.5470], [-0.9415, -1.8271, 3.3107], [-0.4176, -1.6816, 4.9964], [-0.2091, -3.2089, 4.1335], [-2.5279, -4.9657, 2.4049], [-3.3524, -5.4001, 0.9017], [-3.1546, -3.6952, 1.3379], [-0.4725, -6.2706, 1.7327], [0.3129, -5.9466, 0.1732], [-1.2565, -6.7598, 0.2271], [-2.0187, -3.2073, -0.8495], [-2.1757, -4.8963, -1.3507], [-0.5820, -4.1382, -1.3358]], "lowdin_spin": [1.248, -0.002, -0.010, -0.003, 0.001, 0.000, 0.000, 0.000, -0.001, -0.002, -0.002, 0.000, -0.002, 0.000, -0.002, -0.012, 0.000, -0.002, 0.000, -0.002, 0.000, -0.001, -0.003, -0.001, 0.000, -0.001, 0.000, -0.002, 0.000, 0.000, 0.000, 0.000, 0.000, 0.000, 0.000, 0.000, 0.000, 0.000, 0.000, 0.000, 0.000, 0.000, 0.000, 0.000, 0.000, 0.000, 0.000, 0.000, 0.000, 0.002, 0.002, -0.018, 0.004, -0.003, 0.001, -0.001, 0.001, 0.000, -0.001, -0.001, 0.000, 0.000, 0.000, -0.002, -0.004, -0.011, -0.160, -0.005, 0.000, 0.001, 0.000, 0.000, -0.006, 0.000, 0.000, 0.000, -0.001, 0.000, 0.000, 0.000, 0.000, 0.000, 0.000, 0.000, 0.000, -0.001, 0.000, 0.000, 0.001, 0.000, 0.000, 0.000, 0.000, 0.000, 0.000, 0.000, 0.000, 0.000, 0.000, 0.000, 0.000, 0.000, 0.000, 0.000]}